(P)
Below is H4O2P2 in the gas phase, with properties calculated with the ωB97M-V functional and the def2-TZVPD basis.

Last column: natural (NBO) charge in e.
Atoms and positions in Å:
O -1.45321 0.90850 -0.75027  -1.077
P -0.52349 0.45164 0.33014  1.713
O -1.03742 -0.90351 0.92855  -0.962
P 1.61291 -0.01446 -0.00843  -0.102
H -0.36642 1.36548 1.30029  -0.119
H -1.51889 -1.14522 0.17713  0.503
H 1.38836 -1.29520 -0.79567  0.029
H 1.89816 0.63277 -1.18174  0.014

Results
Orbital gap = 10.70 eV
LUMO energy = 0.8137 eV
M = 97.98 g/mol
Structure (SMILES) = O=[P@@H](O)P

***

(Q)
Below is H4O2P2 in the gas phase, with properties calculated with the ωB97M-V functional and the def2-TZVPD basis.

Last column: natural (NBO) charge in e.
Atoms and positions in Å:
O -0.55492 0.03250 -1.60255  -0.966
P -0.91817 0.49502 -0.04912  0.520
P 0.46625 -0.87734 0.92672  0.627
O 1.77002 0.14954 0.67923  -0.983
H -0.17383 0.88685 -1.90719  0.478
H -1.98206 -0.37716 -0.17288  -0.055
H -0.08866 -0.21985 2.01808  -0.103
H 1.62988 1.03066 0.97674  0.482

Results
Orbital gap = 9.56 eV
LUMO energy = 0.5389 eV
M = 97.98 g/mol
Structure (SMILES) = O[PH]#[PH]O

***

From most stable to least stable, the computed energies give (P), (Q).